ORCA calculation (the ωB97M-V functional and the def2-TZVPD basis) on a structure of composition C33H25N5O3S5SbW.

Computed properties:
E_LUMO (spin up / spin down) in eV: 0.96 / 0.85
Gap between HOMO and LUMO (spin up / spin down) in eV: 5.560 / 5.501
Energy in Eh: -4070.54284
Net charge: -1
Energy relative to the best compared isomer or geometry (same formula, charge and spin) in kcal/mol: 13.0
2S+1: 3

Atoms and positions in Å:
W 0.684 0.485 0.198
Sb 2.421 3.273 -0.203
S 1.261 2.398 1.699
S 4.547 3.762 0.411
S 1.215 4.899 -1.225
S 0.166 -1.493 -2.592
S 2.435 1.171 -1.354
O -1.197 -1.817 -2.938
O 1.077 -1.156 -3.652
O 0.147 -0.404 -1.542
N -0.988 0.807 1.745
N -0.278 -1.421 0.717
N -0.814 1.834 -0.655
N 2.334 -7.966 6.408
N 2.241 -0.549 1.266
C 2.475 -6.320 0.277
C -2.756 2.176 2.418
C 1.913 -5.949 4.807
C 0.471 -4.218 3.971
C 2.920 -5.506 3.960
C 2.149 -7.078 5.703
C 2.105 -2.809 -1.171
C 1.473 -3.755 3.123
C -1.646 3.112 -2.480
C 0.077 -2.518 1.478
C -0.767 2.193 -1.927
C -1.921 -2.970 0.583
C 2.694 -4.420 3.123
C 0.652 -5.176 -1.033
C 3.297 -1.470 3.118
C -2.777 1.586 3.670
C 2.189 -1.589 2.208
C 1.251 -2.566 2.229
C 0.684 -5.306 4.806
C -1.746 2.341 0.111
C 3.343 0.107 1.549
C 0.841 -2.896 -1.751
C -0.935 -3.502 1.381
C -0.983 0.242 2.942
C -1.469 -1.694 0.204
C 0.111 -4.078 -1.686
C 4.018 -0.406 2.695
C 2.622 -3.915 -0.514
C -2.601 3.306 -0.335
C -2.553 3.706 -1.666
C -1.836 1.757 1.485
C 1.907 -5.110 -0.435
C -1.866 0.599 3.941
H 3.465 -4.101 2.431
H 3.696 0.903 0.921
H 2.677 -1.894 -1.243
H 3.877 -6.016 3.953
H -3.445 2.975 2.173
H -0.100 -5.650 5.469
H -0.228 -0.508 3.102
H 0.006 1.735 -2.505
H 0.085 -6.102 -0.980
H -3.306 3.757 0.352
H 3.522 -6.163 0.547
H -1.965 -0.991 -0.430
H 2.415 -7.211 -0.352
H -1.556 3.375 -3.527
H -0.475 -3.692 4.007
H -3.213 4.483 -2.039
H -2.851 -3.433 0.283
H -0.912 -4.494 1.814
H 1.920 -6.531 1.199
H 3.605 -3.846 -0.055
H -0.876 -4.113 -2.139
H 3.487 -2.093 3.982
H -1.820 0.111 4.909
H 4.921 0.003 3.128
H -3.490 1.905 4.423